# C5H10FNO

A single C5H10FNO molecule (ωB97M-V with the def2-TZVPD basis set, the Open Molecules 2025 dataset).

Values from the calculation:
HOMO level	-9.566	eV
max |F|	3.83	eV/A
gap between HOMO and LUMO	10.33	eV
E	-426.3238	a.u.
SMILES	CNCC(=O)[C@@H](C)F

The geometry in XYZ format:
```
18
C5H10FNO ωB97M-V with the def2-TZVPD basis set
C -0.52 1.10 2.90
N 0.00 0.71 1.54
C -1.06 0.37 0.69
C -0.70 -0.06 -0.76
O -1.41 0.26 -1.69
C 0.64 -0.82 -0.72
C 1.11 -1.66 -1.87
F 1.69 0.10 -0.56
H -0.73 2.13 3.01
H -1.46 0.60 3.15
H 0.18 0.80 3.68
H 0.30 1.64 1.13
H -1.87 1.08 0.64
H -1.45 -0.63 1.08
H 0.63 -1.42 0.20
H 2.04 -2.22 -1.61
H 0.35 -2.36 -2.11
H 1.20 -1.14 -2.84
```